{"formula": "C36H43BrF4HfN3O14P5Te", "method": "wB97M-V/def2-TZVPD", "orbital_gap_ev": 7.53, "total_charge": 0, "lumo_ev": 0.1, "molar_mass_g_mol": 1358.6, "elements": ["Hf", "O", "P", "O", "O", "O", "P", "O", "O", "O", "H", "H", "F", "C", "C", "F", "C", "F", "C", "P", "C", "C", "C", "C", "C", "C", "C", "C", "C", "C", "C", "C", "C", "Br", "C", "F", "H", "H", "H", "H", "H", "H", "H", "H", "H", "H", "C", "C", "O", "P", "O", "O", "O", "P", "O", "O", "O", "H", "H", "H", "H", "H", "H", "H", "C", "C", "N", "C", "N", "C", "C", "C", "N", "C", "H", "H", "H", "H", "H", "H", "H", "H", "H", "H", "H", "H", "H", "C", "C", "C", "C", "C", "C", "Te", "C", "C", "C", "H", "H", "H", "H", "H", "H", "H", "H", "H", "H", "H"], "xyz": [[0.088608, -0.488670, 0.852189], [0.306720, 1.167779, 3.191403], [-0.720337, 2.022157, 2.277806], [-1.560518, 2.927490, 3.038980], [-1.376528, 0.945101, 1.382607], [0.342444, 2.784151, 1.317091], [1.510994, 2.232126, 0.363951], [1.695187, 3.384639, -0.701985], [2.720973, 1.939600, 1.164252], [0.839064, 1.074731, -0.365322], [1.109920, 0.985743, 2.658976], [2.502119, 3.890980, -0.544949], [0.294020, 6.323687, -5.395010], [-0.250584, 5.293499, -4.755835], [-1.573611, 5.339918, -4.363498], [-2.311927, 6.410765, -4.642349], [-2.122868, 4.257932, -3.696185], [-3.420783, 4.335409, -3.403412], [-1.380952, 3.129063, -3.367483], [-2.017583, 1.822470, -2.229325], [-3.002535, 2.850549, -1.086025], [-4.345313, 2.659783, -0.785872], [-4.959757, 3.436323, 0.188485], [-4.242216, 4.405906, 0.869880], [-2.900947, 4.602781, 0.572856], [-2.285087, 3.827541, -0.394556], [-3.196480, 0.955120, -3.322322], [-3.121976, 1.018595, -4.713319], [-3.947820, 0.230067, -5.503383], [-4.858966, -0.639038, -4.918533], [-4.924414, -0.727997, -3.534653], [-4.091088, 0.052778, -2.747861], [-0.064884, 3.083631, -3.839557], [1.006155, 1.541255, -3.682666], [0.496532, 4.154109, -4.510817], [1.755986, 4.123589, -4.946664], [-4.934254, 1.930534, -1.325052], [-6.007646, 3.280471, 0.411675], [-4.720971, 5.000688, 1.636044], [-2.325104, 5.340908, 1.114343], [-1.230389, 3.978203, -0.603653], [-2.420437, 1.692576, -5.189562], [-3.882544, 0.302147, -6.581576], [-5.510646, -1.242784, -5.536532], [-5.624322, -1.409029, -3.065070], [-4.127930, -0.047364, -1.670257], [3.084483, -4.029832, 1.151826], [3.503396, -2.660793, 0.653726], [4.877316, -2.699560, 0.295254], [3.295358, -1.355741, 1.941774], [4.375312, -0.256454, 1.737351], [3.562009, -1.964948, 3.366689], [1.928683, -0.704981, 1.887968], [2.525315, -2.007355, -0.759901], [2.676453, -2.965893, -2.033833], [3.148590, -0.689298, -1.034992], [1.066524, -2.099798, -0.316792], [3.714953, -4.338436, 1.985699], [3.208622, -4.748286, 0.341081], [2.039005, -4.026111, 1.465207], [5.116344, -1.822195, -0.040266], [3.942882, 0.585583, 1.427994], [2.786371, -2.438348, 3.719023], [3.356320, -2.602960, -2.616372], [-1.489127, -2.786513, -4.168401], [-0.291038, -2.033904, -3.627395], [-0.718911, -1.332935, -2.427830], [-1.529780, -1.887554, -1.503400], [-1.623757, -1.308533, -0.312377], [-2.764828, -1.630933, 0.572145], [-3.804021, -2.544468, -0.051394], [-3.068874, -3.617343, -0.827853], [-2.269412, -2.960161, -1.855899], [-2.009600, -3.705726, -3.082653], [-1.222189, -3.361789, -5.054373], [-2.267269, -2.070786, -4.439990], [0.051200, -1.285991, -4.341993], [0.541196, -2.710421, -3.408830], [-0.128261, -0.584189, -2.097714], [-3.203311, -0.690310, 0.912219], [-2.386847, -2.143269, 1.450646], [-4.471540, -2.017866, -0.734054], [-4.406477, -2.976957, 0.749296], [-3.760170, -4.287940, -1.338175], [-2.438331, -4.219786, -0.163555], [-2.947806, -4.172424, -3.387750], [-1.290725, -4.508684, -2.880842], [-6.164192, -4.779428, 3.891188], [-4.760588, -4.259756, 3.742153], [-3.703739, -5.110670, 3.446986], [-2.404245, -4.640127, 3.278495], [-1.316863, -5.627909, 2.953287], [-2.153568, -3.268072, 3.413933], [-0.175426, -2.543356, 3.046887], [-3.196164, -2.393250, 3.745882], [-3.007831, -0.916238, 3.980831], [-4.481672, -2.909340, 3.894958], [-6.181430, -5.868466, 3.919532], [-6.793807, -4.458174, 3.058636], [-6.626637, -4.409534, 4.807118], [-3.891440, -6.174420, 3.343817], [-1.714773, -6.642759, 2.933247], [-0.510447, -5.592325, 3.687191], [-0.860752, -5.414084, 1.983832], [-1.987884, -0.590109, 3.796217], [-3.250117, -0.670888, 5.016772], [-3.672444, -0.325537, 3.346782], [-5.286044, -2.226183, 4.150839]], "atomic_forces_ev_per_a": [[-1.3, -1.9, -0.8], [0.2, -0.2, -0.8], [-0.2, 0.3, 0.4], [0.0, 0.0, -0.1], [0.9, -0.5, -0.1], [0.0, 0.7, -0.1], [0.0, 0.4, 0.2], [0.0, 0.0, 0.1], [0.1, 0.0, -0.1], [-0.1, -1.1, 0.5], [0.4, 0.3, 1.1], [0.0, 0.0, 0.0], [0.0, 0.0, 0.0], [0.0, 0.0, 0.0], [0.0, 0.0, 0.0], [0.0, 0.0, 0.0], [0.0, 0.0, 0.0], [0.0, 0.0, 0.1], [0.0, 0.1, 0.0], [0.2, 0.0, -0.2], [-0.1, 0.0, 0.0], [0.0, 0.1, 0.0], [0.0, 0.0, 0.0], [0.0, 0.0, 0.0], [0.0, 0.0, 0.0], [0.0, 0.0, 0.1], [0.0, 0.0, 0.0], [-0.1, 0.0, 0.0], [0.0, 0.0, 0.0], [0.0, 0.0, 0.0], [0.0, 0.0, 0.0], [0.0, -0.1, 0.0], [0.0, 0.0, 0.0], [0.1, 0.0, 0.1], [0.0, 0.0, 0.0], [0.0, 0.0, 0.0], [0.0, 0.0, 0.0], [0.0, 0.0, 0.0], [0.0, 0.0, 0.0], [0.0, 0.0, 0.0], [0.0, 0.0, 0.0], [0.0, 0.0, 0.0], [0.0, 0.0, 0.0], [0.0, 0.0, 0.0], [0.0, 0.0, 0.0], [0.0, 0.0, 0.0], [0.0, 0.0, 0.0], [0.0, 0.0, -0.1], [0.0, 0.0, 0.1], [0.0, 0.3, -0.1], [0.1, -0.1, 0.0], [0.0, 0.0, -0.1], [-0.3, 0.0, -0.1], [0.4, 0.5, 0.0], [-0.1, -0.3, 0.2], [-0.1, 0.0, -0.1], [-0.3, 0.9, 0.0], [0.0, 0.0, 0.0], [0.0, 0.0, 0.0], [0.0, 0.0, 0.0], [0.0, 0.0, 0.0], [0.0, 0.0, 0.0], [0.0, 0.0, 0.1], [0.0, -0.1, 0.0], [0.0, 0.0, 0.0], [-0.1, 0.1, 0.0], [0.2, -0.2, 0.2], [-0.1, 0.2, -0.2], [0.4, 0.1, 0.1], [-0.2, 0.1, -0.1], [0.1, -0.1, 0.0], [-0.1, 0.0, 0.0], [0.1, -0.1, 0.1], [-0.1, 0.0, 0.0], [0.0, 0.0, 0.0], [0.0, 0.0, -0.1], [0.0, 0.0, 0.0], [0.0, 0.0, 0.0], [-0.2, 0.2, -0.1], [0.0, 0.0, -0.1], [0.0, 0.1, -0.1], [0.0, 0.1, 0.0], [0.0, 0.0, 0.0], [0.0, 0.0, 0.0], [0.0, 0.0, 0.0], [0.0, 0.0, 0.0], [0.0, 0.0, 0.0], [0.0, 0.0, 0.0], [0.0, 0.0, 0.0], [0.0, 0.0, 0.0], [0.0, 0.0, 0.0], [0.0, -0.1, 0.0], [0.2, 0.0, 0.0], [-0.1, 0.2, 0.0], [0.0, 0.0, 0.1], [0.0, 0.0, 0.0], [0.0, 0.0, 0.0], [0.0, 0.0, 0.0], [0.0, 0.0, 0.0], [0.0, 0.0, 0.0], [0.0, 0.0, 0.0], [0.0, 0.0, 0.0], [0.0, 0.0, 0.0], [0.0, 0.0, 0.0], [0.0, 0.0, 0.0], [0.0, 0.0, 0.0], [0.0, 0.0, 0.0], [0.0, 0.0, 0.0]]}


{"formula": "C36H43CdF6N5O7S2", "method": "wB97M-V/def2-TZVPD", "orbital_gap_ev": 4.23, "total_charge": -2, "lumo_ev": 4.2, "molar_mass_g_mol": 948.3, "elements": ["Cd", "C", "C", "N", "C", "C", "N", "C", "C", "C", "N", "C", "C", "N", "C", "H", "H", "H", "H", "H", "H", "H", "H", "H", "H", "H", "H", "H", "H", "H", "H", "H", "H", "H", "H", "H", "H", "H", "H", "C", "O", "C", "C", "C", "C", "C", "C", "O", "C", "O", "C", "H", "H", "H", "H", "H", "H", "H", "H", "H", "C", "C", "C", "C", "C", "C", "C", "C", "C", "C", "C", "C", "C", "C", "C", "H", "H", "H", "H", "H", "H", "H", "H", "H", "H", "F", "C", "F", "F", "S", "O", "O", "N", "S", "O", "O", "C", "F", "F", "F"], "xyz": [[0.585300, 0.345100, -0.019900], [0.014600, -3.407600, -1.297300], [-0.356500, -2.679300, -2.596500], [-0.448900, -1.241800, -2.389000], [-1.761800, -0.662700, -2.606300], [-2.704100, -0.886900, -1.421800], [-2.143300, -0.367200, -0.188400], [-3.095300, -0.332900, 0.912600], [-3.234100, -1.686500, 1.622700], [-2.056900, -1.980500, 2.552300], [-0.924000, -2.406400, 1.763800], [0.275700, -2.688900, 2.522300], [1.256700, -3.379200, 1.569300], [1.533100, -2.525700, 0.427800], [1.476600, -3.158600, -0.872700], [-0.170500, -4.479700, -1.420900], [-0.631000, -3.029700, -0.503100], [-1.321800, -3.067800, -2.954300], [0.396000, -2.911300, -3.361000], [0.222000, -0.742300, -2.958400], [-2.257100, -1.062900, -3.511000], [-1.640400, 0.411700, -2.748400], [-2.891200, -1.960000, -1.296000], [-3.666700, -0.399100, -1.668700], [-1.853200, 0.591500, -0.371200], [-4.093100, -0.006600, 0.561200], [-2.730700, 0.401600, 1.633600], [-3.293400, -2.485500, 0.882500], [-4.161100, -1.688500, 2.201300], [-2.313200, -2.803700, 3.239500], [-1.846600, -1.086100, 3.163800], [-0.685800, -1.644000, 1.123100], [0.029800, -3.371700, 3.345400], [0.738300, -1.786000, 2.943000], [0.776900, -4.300100, 1.224100], [2.171000, -3.654000, 2.119600], [2.390500, -2.006500, 0.569300], [2.041800, -4.112000, -0.899400], [1.945500, -2.474900, -1.582900], [-2.845800, 4.720400, 4.589000], [-1.665900, 4.353000, 5.249500], [-0.810500, 3.463500, 4.627800], [0.438500, 3.345200, 5.260800], [1.397200, 2.543400, 4.707500], [1.162200, 1.776200, 3.558900], [2.213900, 1.016800, 2.936900], [3.653900, 1.389100, 3.278600], [2.034100, 0.089400, 2.139600], [-0.149300, 1.807400, 2.951700], [-0.493600, 1.085800, 1.979400], [-1.097800, 2.721700, 3.517500], [-3.258700, 5.555300, 5.160200], [-3.578200, 3.904200, 4.576100], [-2.653800, 5.043200, 3.561300], [0.616800, 3.921700, 6.154700], [2.355500, 2.482000, 5.201800], [3.817500, 2.454600, 3.130400], [4.320200, 0.824400, 2.629600], [3.873200, 1.133000, 4.314100], [-2.049100, 2.788600, 3.010600], [2.136600, 1.082600, -1.137400], [2.503800, 2.033800, -1.809100], [3.075000, 3.154600, -2.435600], [3.659500, 3.030900, -3.724300], [4.092600, 1.768700, -4.195300], [4.696500, 1.619600, -5.419400], [4.878800, 2.709700, -6.262500], [4.403800, 3.950500, -5.850500], [3.805500, 4.112600, -4.624000], [3.002300, 4.364800, -1.672500], [3.908400, 5.432900, -1.842400], [3.835300, 6.569300, -1.068500], [2.868900, 6.698700, -0.079800], [1.981300, 5.646900, 0.124300], [2.049200, 4.506500, -0.638500], [3.954100, 0.911900, -3.548500], [5.054500, 0.641300, -5.727500], [5.360900, 2.591700, -7.226100], [4.505400, 4.803300, -6.514300], [3.395000, 5.077300, -4.361600], [4.698800, 5.342500, -2.576200], [4.547700, 7.373100, -1.233300], [2.815000, 7.597400, 0.523900], [1.217200, 5.725400, 0.888300], [1.350000, 3.698300, -0.455900], [-1.015300, 5.580600, -1.749200], [-1.875600, 4.705600, -1.242500], [-3.095800, 5.246400, -1.275100], [-1.584100, 4.561900, 0.059000], [-1.779800, 3.013500, -2.092500], [-1.034800, 2.224200, -1.156600], [-3.144500, 2.608500, -2.295100], [-0.997200, 3.221700, -3.440200], [-1.813900, 4.079500, -4.473700], [-2.704600, 5.022200, -3.864600], [-1.030100, 4.532900, -5.576700], [-2.995100, 2.816200, -5.306800], [-4.284900, 3.033700, -5.039000], [-2.887500, 2.879600, -6.648700], [-2.716700, 1.551600, -4.971100]], "atomic_forces_ev_per_a": [[-0.2, -0.1, 0.8], [0.1, 0.0, -0.3], [0.0, -0.4, 0.4], [0.3, 0.3, -0.2], [-0.4, 0.0, 0.2], [0.1, -0.2, -0.3], [0.4, 0.5, 0.0], [-0.3, -0.2, 0.3], [0.2, 0.3, 0.1], [-0.3, -0.1, 0.1], [0.2, 0.4, -0.1], [0.3, -0.3, 0.0], [-0.2, 0.1, 0.5], [0.2, 0.6, 0.1], [-0.2, -0.2, -0.2], [0.0, 0.0, 0.0], [-0.1, -0.2, -0.1], [0.1, 0.1, -0.1], [-0.1, 0.1, 0.0], [0.1, 0.0, 0.1], [0.1, 0.1, 0.1], [0.0, -0.2, -0.1], [-0.1, 0.0, 0.0], [0.2, -0.1, 0.1], [-0.4, 0.1, 0.0], [0.2, 0.0, 0.0], [0.0, 0.0, -0.1], [-0.1, -0.1, 0.0], [0.0, 0.0, 0.0], [0.0, 0.2, -0.1], [0.0, -0.1, 0.0], [-0.3, -0.4, 0.1], [0.0, 0.0, 0.0], [0.0, 0.0, 0.0], [0.1, 0.0, 0.0], [-0.1, 0.0, -0.2], [0.0, 0.0, -0.1], [0.0, 0.2, 0.0], [0.1, 0.0, 0.0], [-0.3, 0.0, -0.2], [0.6, -0.3, -0.1], [-0.1, 0.1, 0.3], [0.1, 0.2, 0.2], [-0.1, 0.1, 0.0], [-0.7, 0.0, -0.4], [0.7, -0.5, -0.2], [-0.1, -0.2, -0.2], [0.1, 0.2, 0.1], [0.6, 0.3, 0.8], [-0.3, -0.7, -1.4], [-0.3, 0.1, -0.1], [0.0, -0.1, -0.1], [0.1, 0.0, 0.0], [0.0, 0.0, 0.0], [0.1, 0.1, 0.1], [0.1, 0.0, 0.0], [0.0, 0.1, 0.1], [-0.1, 0.0, 0.0], [0.1, 0.0, 0.1], [-0.1, 0.0, 0.0], [-0.3, -0.8, 0.3], [0.7, 0.3, -0.4], [-0.5, -0.2, 0.3], [0.1, -0.1, -0.3], [-0.1, 0.0, 0.2], [0.1, -0.1, -0.3], [0.1, 0.0, -0.3], [0.2, 0.0, -0.3], [-0.1, 0.0, 0.2], [0.0, 0.2, 0.1], [0.0, -0.1, -0.1], [0.0, 0.2, 0.1], [0.0, 0.3, 0.2], [0.0, 0.2, 0.2], [0.0, -0.1, -0.1], [0.0, 0.0, 0.0], [-0.1, 0.0, 0.0], [0.0, 0.0, 0.0], [-0.1, 0.0, 0.0], [0.0, 0.0, 0.1], [0.0, 0.0, 0.0], [0.0, 0.0, 0.0], [0.0, 0.0, 0.0], [0.0, 0.0, 0.1], [0.0, 0.0, -0.1], [0.1, -0.2, -0.1], [0.0, 0.5, 0.4], [-0.1, -0.3, -0.1], [0.2, -0.3, 0.0], [-0.8, 0.3, 0.4], [0.6, -0.1, 0.1], [-0.3, 0.0, 0.2], [0.4, 0.0, 0.3], [-0.9, 0.1, -1.4], [-0.2, 0.2, 0.0], [0.5, -0.3, 0.1], [0.0, -0.2, -0.3], [0.1, 0.2, 0.3], [0.2, 0.2, 0.1], [0.1, 0.0, 0.1]]}